(1)
ORCA calculation (ωB97M-V with the def2-TZVPD basis set) on a structure of composition C5H4NO4S at a distorted geometry.

Cartesian coordinates (Å):
C1 0.315 1.703 -2.518
C2 0.445 1.436 -1.328
C3 -1.256 -0.241 0.731
C4 -0.540 1.013 0.887
C5 0.576 0.722 -0.102
N1 -0.533 -0.861 -0.279
O1 0.044 -3.259 -0.067
O2 -2.266 -0.652 1.237
O3 1.769 -1.596 -0.363
O4 0.686 -1.813 1.846
S1 0.600 -2.029 0.397
H1 0.144 2.374 -3.280
H2 -1.161 1.990 0.632
H3 -0.270 0.995 1.977
H4 1.448 0.218 0.231

Values from the calculation:
Charge: -1
Orbital gap (alpha / beta): 8.8133 / 8.8139 eV
E: -25762.7849 eV
HOMO energy (alpha / beta): -5.62 / -5.62 eV

Here are the natural (NBO) charges for atoms 1 to 6, given in e: -0.224, -0.014, 0.663, -0.546, -0.131, -0.635

(2)
ORCA calculation (ωB97M-V with the def2-TZVPD basis set) on a structure of composition C5H4NO5S6SbTc.

Cartesian coordinates (Å):
Tc1 -0.487 0.299 -1.150
O1 0.351 1.332 0.264
N1 0.573 0.758 1.471
C1 1.163 1.547 2.396
C2 1.402 1.058 3.645
C3 1.025 -0.261 3.939
C4 0.439 -1.037 2.975
C5 0.206 -0.517 1.692
S1 -0.454 -1.416 0.380
H1 1.404 2.540 2.050
H2 1.873 1.690 4.382
H3 1.200 -0.665 4.927
H4 0.143 -2.058 3.165
O2 1.483 0.662 -4.529
S2 0.618 0.543 -3.416
O3 0.206 1.779 -2.691
O4 1.152 -0.293 -2.240
O5 -0.696 -0.154 -3.690
S3 -3.605 -0.962 -3.566
Sb1 -1.491 -2.114 -4.376
S4 -3.141 -0.669 -1.606
S5 -2.472 1.257 -1.405
S6 -0.893 -3.318 -2.618

Values from the calculation:
Charge: 0
Orbital gap (alpha / beta): 6.2093 / 6.4009 eV
E: -90725.3481 eV
HOMO energy (alpha / beta): -8.19 / -8.21 eV
Spin multiplicity: 2

Here are the natural (NBO) charges for atoms 1 to 6, given in e: 0.803, -0.455, -0.002, 0.045, -0.250, -0.142

(3)
ORCA calculation (ωB97M-V with the def2-TZVPD basis set) on an isolated molecule of C5H4O.

Cartesian coordinates (Å):
O1 -2.266 0.082 -0.843
C1 -1.398 -0.697 -0.055
C2 -0.013 -0.240 -0.015
C3 1.136 0.166 0.065
C4 2.624 0.362 -0.839
C5 2.446 0.694 0.406
H1 -2.131 1.009 -0.611
H2 -1.446 -1.714 -0.455
H3 -1.725 -0.753 0.997
H4 2.772 1.090 1.349

Values from the calculation:
Charge: 0
Orbital gap: 9.3825 eV
E: -7291.1060 eV
HOMO energy: -9.45 eV

Here are the natural (NBO) charges for atoms 1 to 6, given in e: -0.692, -0.152, 0.095, -0.094, 0.130, -0.457

(4)
ORCA calculation (ωB97M-V with the def2-TZVPD basis set) on a structure of composition C5H4O at a distorted geometry.

Cartesian coordinates (Å):
C1 -0.665 1.457 -0.234
C2 0.647 1.342 0.208
C3 0.245 1.790 -1.214
C4 0.670 -0.562 0.664
C5 0.067 -1.648 -0.214
O1 -0.405 -1.196 1.065
H1 -1.703 1.468 -0.025
H2 1.335 1.603 0.934
H3 -0.663 -1.640 -0.902
H4 0.473 -2.615 -0.282

Values from the calculation:
Charge: 0
Orbital gap (alpha / beta): 7.7220 / 7.7231 eV
E: -7287.9449 eV
HOMO energy (alpha / beta): -8.79 / -8.79 eV

Here are the natural (NBO) charges for atoms 1 to 6, given in e: -0.268, -0.243, -0.073, 0.403, -0.227, -0.421

(5)
ORCA calculation (ωB97M-V with the def2-TZVPD basis set) on an isolated molecule of C5H4O2 at a distorted geometry.

Cartesian coordinates (Å):
O1 -0.964 -0.526 -2.750
C1 -0.760 -0.263 -1.669
C2 1.662 -0.148 0.035
C3 0.792 0.455 0.853
C4 -0.648 0.236 0.957
C5 -1.555 -0.132 0.042
O2 -2.654 -0.434 -0.318
H1 1.374 -0.954 -0.633
H2 2.710 0.139 0.023
H3 1.182 1.196 1.553
H4 -1.139 0.431 1.907

Values from the calculation:
Charge: 0
Orbital gap: 8.4685 eV
E: -9341.7566 eV
HOMO energy: -8.37 eV

Here are the natural (NBO) charges for atoms 1 to 6, given in e: -0.421, 0.629, -0.418, -0.181, -0.503, 0.555

(6)
ORCA calculation (ωB97M-V with the def2-TZVPD basis set) on an isolated molecule of C5H4O2 at a distorted geometry.

Cartesian coordinates (Å):
C1 -1.437 0.384 -1.505
C2 -0.575 0.334 -0.544
C3 -0.657 -0.602 0.746
C4 0.858 0.678 -0.177
C5 0.812 -0.443 0.852
O1 -2.283 0.258 -2.290
O2 -1.519 -0.893 1.529
H1 1.371 0.343 -0.972
H2 1.107 1.696 0.110
H3 1.235 -0.313 1.879
H4 1.088 -1.442 0.374

Values from the calculation:
Charge: 0
Orbital gap: 9.6527 eV
E: -9342.1503 eV
HOMO energy: -9.35 eV
Structure (SMILES): O=C=C1CCC1=O

Here are the natural (NBO) charges for atoms 1 to 6, given in e: 0.740, -0.485, 0.634, -0.376, -0.499, -0.431

(7)
ORCA calculation (ωB97M-V with the def2-TZVPD basis set) on a cluster of 2 separate species, C5H4O2 in total.

Cartesian coordinates (Å):
O1 0.571 -2.520 -0.436
C1 0.367 -1.357 -0.447
C2 0.648 -0.340 -1.669
C3 0.166 0.842 -0.973
C4 -0.288 0.891 0.174
C5 -0.258 -0.467 0.776
O2 -0.563 -0.929 1.827
H1 1.713 -0.351 -1.919
H2 0.071 -0.649 -2.545
H3 -1.291 1.985 2.345
H4 -1.267 2.639 2.697

Values from the calculation:
Charge: 0
Orbital gap: 9.3823 eV
E: -9339.2248 eV
HOMO energy: -10.43 eV
Structure (SMILES): O=C1C#CCC1=O.[H][H]

Here are the natural (NBO) charges for atoms 1 to 6, given in e: -0.425, 0.555, -0.576, 0.113, -0.187, 0.440

(8)
ORCA calculation (ωB97M-V with the def2-TZVPD basis set) on a structure of composition C5H4O2.

Cartesian coordinates (Å):
O1 0.673 -1.461 -0.834
C1 -0.139 -0.432 -0.832
C2 0.335 1.030 -0.573
C3 0.444 0.633 0.879
C4 -0.250 -0.536 1.039
C5 -1.329 -0.697 -0.025
O2 -2.495 -0.937 -0.035
H1 1.314 1.219 -1.019
H2 -0.375 1.803 -0.878
H3 1.297 0.886 1.509
H4 0.555 -1.579 0.466

Values from the calculation:
Charge: 0
Orbital gap: 9.0522 eV
E: -9338.1390 eV
HOMO energy: -9.23 eV

Here are the natural (NBO) charges for atoms 1 to 6, given in e: -0.660, 0.375, -0.491, -0.133, -0.251, 0.511

(9)
ORCA calculation (ωB97M-V with the def2-TZVPD basis set) on an isolated molecule of C5H4O2 at a distorted geometry.

Cartesian coordinates (Å):
C1 -3.118 0.475 0.105
C2 -1.911 0.098 -0.005
C3 -1.337 -1.301 0.102
C4 -0.518 0.648 -0.046
C5 0.063 -0.830 0.009
O1 -4.690 0.783 -0.022
O2 -1.859 -2.373 -0.024
H1 -0.136 1.252 -0.982
H2 -0.452 1.329 0.903
H3 0.713 -1.182 0.731
H4 0.607 -1.025 -0.870

Values from the calculation:
Charge: 0
Orbital gap (alpha / beta): 7.7700 / 7.3599 eV
E: -9336.2472 eV
HOMO energy (alpha / beta): -8.00 / -10.41 eV
Spin multiplicity: 3

Here are the natural (NBO) charges for atoms 1 to 6, given in e: 0.328, -0.227, 0.555, -0.428, -0.527, -0.206

(10)
ORCA calculation (ωB97M-V with the def2-TZVPD basis set) on the ion C5H4O2P with charge -1 at a distorted geometry.

Cartesian coordinates (Å):
C1 0.105 -1.277 -0.078
C2 1.468 -0.829 -0.005
C3 0.527 2.151 0.118
C4 -0.948 -0.484 0.163
C5 -2.203 0.098 0.056
O1 -2.443 -1.205 0.293
O2 -2.877 1.057 -0.145
P1 1.691 0.958 0.004
H1 -0.123 -2.373 -0.039
H2 2.388 -1.425 -0.508
H3 -0.161 1.945 -0.777
H4 2.575 1.383 0.918

Values from the calculation:
Charge: -1
Orbital gap (alpha / beta): 7.2025 / 7.2017 eV
E: -18628.0282 eV
HOMO energy (alpha / beta): -3.30 / -3.30 eV
Structure (SMILES): C#[PH]/C=C\C1=C([O-])O1

Here are the natural (NBO) charges for atoms 1 to 6, given in e: -0.243, -0.788, -0.828, 0.034, 0.722, -0.580

(11)
ORCA calculation (ωB97M-V with the def2-TZVPD basis set) on an isolated molecule of C5H4O2S at a distorted geometry.

Cartesian coordinates (Å):
C1 -0.254 -0.640 0.744
C2 0.637 -0.875 -0.550
C3 0.877 0.313 -1.286
C4 0.416 1.350 -0.387
C5 -0.588 0.760 0.578
H1 -2.254 -1.265 1.266
H2 0.426 -0.791 1.555
H3 1.247 -1.901 -0.662
H4 1.381 0.356 -2.327
O1 -1.424 -1.423 0.521
O2 -1.713 1.261 0.908
S1 1.248 2.855 -0.361

Values from the calculation:
Charge: 0
Orbital gap: 7.4470 eV
E: -20176.2318 eV
HOMO energy: -8.95 eV
Structure (SMILES): O=C1C(=S)C=C[C@@H]1O

Here are the natural (NBO) charges for atoms 1 to 6, given in e: -0.056, -0.089, -0.253, -0.167, 0.493, 0.509

(12)
ORCA calculation (ωB97M-V with the def2-TZVPD basis set) on an isolated molecule of C5H4O4 at a distorted geometry.

Cartesian coordinates (Å):
C1 -1.565 1.242 0.068
C2 -1.483 -0.341 0.046
C3 -0.104 -1.086 -0.013
C4 0.886 -0.699 1.138
C5 1.732 -0.133 -0.081
H1 -2.577 1.566 0.148
H2 -0.147 -2.131 -0.307
H3 0.622 0.131 1.804
H4 1.419 -1.398 1.739
O1 -0.531 1.896 0.085
O2 -2.528 -0.942 -0.169
O3 2.745 0.478 -0.178
O4 0.799 -0.441 -1.029

Values from the calculation:
Charge: 0
Orbital gap: 9.1723 eV
E: -13437.8069 eV
HOMO energy: -10.31 eV
Structure (SMILES): O=CC(=O)[C@@H]1CC(=O)O1

Here are the natural (NBO) charges for atoms 1 to 6, given in e: 0.350, 0.452, -0.003, -0.554, 0.820, 0.152

(13)
ORCA calculation (ωB97M-V with the def2-TZVPD basis set) on a cluster of 2 separate species, C5H4O4 in total at a distorted geometry.

Cartesian coordinates (Å):
C1 -0.106 0.730 -0.296
C2 -0.624 -0.666 -0.201
C3 -1.978 -0.898 -0.055
C4 1.493 -0.780 -0.179
C5 1.185 0.677 0.005
H1 -1.817 1.457 1.286
H2 -2.724 0.018 -0.048
H3 -2.769 -1.805 0.252
H4 2.912 0.661 0.511
O1 -0.947 1.796 -0.550
O2 2.640 -1.058 -0.258
O3 0.440 -1.582 -0.363
O4 2.294 1.449 -0.104

Values from the calculation:
Charge: 0
Orbital gap: 6.0767 eV
E: -13431.3132 eV
HOMO energy: -9.25 eV

Here are the natural (NBO) charges for atoms 1 to 6, given in e: 0.191, 0.215, -0.456, 0.719, 0.168, 0.228

(14)
ORCA calculation (ωB97M-V with the def2-TZVPD basis set) on an isolated molecule of C5H4S2 at a distorted geometry.

Cartesian coordinates (Å):
C1 -0.084 -0.501 0.248
C2 1.354 0.710 0.076
C3 -0.856 0.709 0.084
C4 -0.234 -1.802 0.353
C5 0.264 1.685 -0.211
S1 2.916 0.630 0.278
S2 -2.440 0.979 0.309
H1 -1.214 -2.259 0.291
H2 0.609 -2.462 0.476
H3 0.282 2.579 0.418
H4 0.270 2.025 -1.250

Values from the calculation:
Charge: 0
Orbital gap (alpha / beta): 6.8554 / 5.6852 eV
E: -26915.0292 eV
HOMO energy (alpha / beta): -7.11 / -8.56 eV
Spin multiplicity: 3

Here are the natural (NBO) charges for atoms 1 to 6, given in e: -0.042, -0.071, -0.354, -0.437, -0.516, 0.151

(15)
ORCA calculation (ωB97M-V with the def2-TZVPD basis set) on a structure of composition C5H5AlBiCl2NO5 at a distorted geometry.

Cartesian coordinates (Å):
Bi1 -0.276 0.052 -4.634
Al1 -1.263 0.318 -0.511
Cl1 -0.752 -1.590 -1.444
Cl2 -2.535 1.663 -1.473
C1 0.739 1.131 -0.654
C2 0.318 -1.989 -5.317
C3 0.604 1.419 -6.162
O1 1.882 1.266 -0.694
O2 0.651 -3.097 -5.164
O3 1.102 2.354 -6.645
N1 0.543 -0.456 4.154
C4 0.034 0.491 3.128
C5 -0.888 -0.371 2.289
O4 -1.097 -1.523 2.649
O5 -1.403 0.215 1.231
H1 -0.189 -1.182 4.287
H2 0.802 0.011 5.023
H3 1.375 -0.917 3.788
H4 -0.510 1.306 3.605
H5 0.864 0.898 2.545

Values from the calculation:
Charge: +4
Orbital gap (alpha / beta): 4.3604 / 6.6899 eV
E: -54427.8067 eV
HOMO energy (alpha / beta): -23.71 / -23.74 eV

Here are the natural (NBO) charges for atoms 1 to 6, given in e: 1.344, 1.508, -0.487, -0.405, 0.514, 0.463

(16)
ORCA calculation (ωB97M-V with the def2-TZVPD basis set) on the ion C5H5BrNO4 with charge -1 at a distorted geometry.

Cartesian coordinates (Å):
C1 -0.111 -1.660 0.477
C2 -0.271 -0.669 -0.391
C3 0.264 0.668 -0.152
C4 -1.766 3.965 -0.259
C5 -0.393 2.967 -0.414
N1 -0.659 1.736 -0.497
O1 -1.452 5.128 -0.052
O2 1.032 0.887 0.767
O3 -2.736 3.279 -0.295
O4 0.780 3.336 -0.091
Br1 1.510 0.924 -2.235
H1 -0.413 -2.697 0.215
H2 0.303 -1.396 1.374
H3 -0.752 -0.847 -1.297
H4 -1.601 1.323 -0.599
H5 1.145 2.426 0.183

Values from the calculation:
Charge: -1
Orbital gap: 8.7529 eV
E: -84989.8973 eV
HOMO energy: -5.62 eV

Here are the natural (NBO) charges for atoms 1 to 6, given in e: -0.337, -0.284, 0.620, 0.772, 0.566, -0.614

(17)
ORCA calculation (ωB97M-V with the def2-TZVPD basis set) on a cluster of 2 separate species, C5H5BrO in total at a distorted geometry.

Cartesian coordinates (Å):
C1 -1.709 -0.872 0.519
C2 1.361 -0.440 -1.167
C3 -0.418 -0.021 0.611
C4 0.582 -0.362 -0.149
C5 1.695 1.955 0.758
O1 2.160 2.814 0.178
Br1 -3.230 0.246 0.042
H1 -1.913 -1.276 1.454
H2 -1.428 -1.538 -0.183
H3 1.110 -0.243 -2.157
H4 2.217 -1.133 -1.135
H5 -0.430 0.871 1.228

Values from the calculation:
Charge: 0
Orbital gap: 10.5421 eV
E: -77353.0897 eV
HOMO energy: -9.81 eV

Here are the natural (NBO) charges for atoms 1 to 6, given in e: -0.416, -0.488, -0.287, 0.093, 0.507, -0.506

(18)
ORCA calculation (ωB97M-V with the def2-TZVPD basis set) on a cluster of 2 separate species, C5H5Cl in total at a distorted geometry.

Cartesian coordinates (Å):
C1 -0.960 0.036 1.006
C2 -0.768 1.068 0.080
C3 0.468 0.854 -0.934
C4 0.873 -0.614 -0.856
C5 1.213 -1.802 -0.293
H1 -0.215 -0.757 0.984
H2 -1.347 1.903 -0.062
H3 0.149 0.985 -1.984
H4 1.438 1.519 -0.592
H5 1.042 -3.161 0.180
Cl1 -1.895 -0.032 2.470

Values from the calculation:
Charge: 0
Orbital gap: 9.7357 eV
E: -17782.1977 eV
HOMO energy: -9.33 eV

Here are the natural (NBO) charges for atoms 1 to 6, given in e: -0.214, -0.206, -0.506, -0.037, -0.318, 0.230

(19)
ORCA calculation (ωB97M-V with the def2-TZVPD basis set) on an isolated molecule of C5H5Cl at a distorted geometry.

Cartesian coordinates (Å):
C1 -1.793 1.927 1.063
C2 -0.154 0.586 -0.133
C3 -1.361 1.232 -0.004
C4 0.851 -0.129 -0.604
C5 0.977 -1.483 -0.184
Cl1 2.351 0.681 -1.089
H1 -1.883 1.178 -0.986
H2 -2.170 1.282 2.030
H3 0.031 -1.865 0.177
H4 1.656 -1.347 0.612
H5 1.494 -2.062 -0.883

Values from the calculation:
Charge: 0
Orbital gap (alpha / beta): 7.5099 / 7.8125 eV
E: -17781.7822 eV
HOMO energy (alpha / beta): -8.61 / -8.33 eV

Here are the natural (NBO) charges for atoms 1 to 6, given in e: -0.007, 0.067, -0.460, -0.057, -0.642, -0.025

(20)
ORCA calculation (ωB97M-V with the def2-TZVPD basis set) on an isolated molecule of C5H5Cl at a distorted geometry.

Cartesian coordinates (Å):
C1 -2.504 -0.141 0.049
C2 -1.056 0.091 0.176
C3 0.198 0.316 0.059
C4 1.505 0.563 -0.108
C5 2.395 -0.403 -0.120
H1 -3.020 0.721 -0.377
H2 -2.971 -0.296 1.040
H3 -2.642 -1.039 -0.547
H4 1.866 1.629 -0.137
H5 2.168 -1.443 -0.159
Cl1 4.060 0.004 0.124

Values from the calculation:
Charge: 0
Orbital gap: 9.0983 eV
E: -17785.6748 eV
HOMO energy: -8.47 eV
Structure (SMILES): CC#C/C=C/Cl

Here are the natural (NBO) charges for atoms 1 to 6, given in e: -0.688, 0.060, -0.074, -0.309, -0.154, 0.239